[1]
196
Properties=species:S:1:pos:R:3:lowdin_charge:R:1 method="wB97M-V/def2-TZVPD" e_homo_ev=-6.855 relative_energy_ev=56.573 lumo_ev=-0.065 mol_weight_g_mol=1128.48 homo_lumo_gap_ev=6.8
O -0.605 0.904 -3.054 0.13
H -0.480 0.112 -3.576 0.04
H -0.463 0.622 -2.151 0.04
O 1.285 2.262 0.292 0.11
H 0.527 2.209 0.875 0.08
H 2.035 2.074 0.856 0.01
C 2.295 -0.628 0.181 -0.01
C 0.715 -0.956 0.021 -0.26
C 0.351 -1.862 1.256 -0.11
C -1.100 -1.856 1.665 -0.15
C -1.563 -0.408 1.727 -0.11
C -1.499 0.395 0.430 -0.23
N -0.071 0.279 -0.082 -0.04
O 0.214 1.158 -1.078 -0.06
C -2.588 -0.161 -0.567 0.01
C -1.892 1.874 0.788 -0.05
C 0.439 -1.836 -1.193 -0.04
H 2.586 -0.107 -0.731 0.11
H 2.954 -1.487 0.303 0.08
H 2.484 -0.023 1.068 0.10
H 0.653 -2.896 1.094 0.10
H 1.015 -1.644 2.093 0.06
H -1.297 -2.284 2.649 0.09
H -1.706 -2.483 1.011 0.11
H -0.981 0.064 2.520 0.13
H -2.584 -0.302 2.095 0.05
H -3.580 -0.209 -0.119 0.01
H -2.722 0.271 -1.558 0.01
H -2.432 -1.213 -0.807 0.10
H -2.798 1.938 1.389 -0.02
H -1.072 2.356 1.321 0.06
H -2.036 2.464 -0.117 0.04
H -0.558 -2.268 -1.274 0.10
H 1.150 -2.662 -1.191 0.02
H 0.553 -1.177 -2.054 0.06
H 0.809 1.769 -0.637 -0.10
C 4.421 0.453 2.385 -0.04
C 5.312 -0.430 1.416 -0.35
C 4.516 -0.451 0.069 -0.15
C 4.518 0.863 -0.650 -0.22
C 5.961 1.177 -1.041 -0.12
C 6.892 1.207 0.146 -0.48
N 6.669 0.121 1.103 -0.13
O 7.654 -0.052 2.027 0.00
C 8.313 1.244 -0.535 -0.03
C 6.694 2.530 0.881 -0.02
C 5.319 -1.863 1.880 -0.01
H 4.873 0.535 3.373 0.11
H 3.489 -0.046 2.653 0.05
H 4.122 1.418 1.976 -0.03
H 4.991 -1.143 -0.627 0.14
H 3.532 -0.910 0.164 -0.09
H 4.035 1.749 -0.239 0.08
H 3.941 0.644 -1.549 0.11
H 5.995 2.162 -1.507 0.12
H 6.247 0.411 -1.762 0.12
H 8.474 0.383 -1.183 0.07
H 8.374 2.083 -1.229 0.09
H 9.147 1.107 0.153 0.07
H 7.237 2.576 1.826 0.09
H 6.994 3.378 0.265 0.09
H 5.687 2.642 1.282 0.07
H 6.176 -2.010 2.537 0.09
H 5.421 -2.601 1.084 0.10
H 4.406 -2.105 2.424 0.04
H 8.141 -0.724 1.544 0.11
C -6.498 -1.498 0.716 -0.03
C -4.983 -1.591 0.623 -0.41
C -4.546 -3.105 0.866 -0.09
C -4.689 -3.947 -0.379 -0.20
C -3.918 -3.331 -1.511 -0.12
C -4.435 -1.897 -1.864 -0.39
N -4.492 -1.055 -0.664 -0.19
O -4.603 0.315 -0.909 -0.03
C -3.423 -1.388 -2.958 -0.02
C -5.846 -2.039 -2.510 -0.01
C -4.455 -0.780 1.844 -0.01
H -6.955 -2.190 0.008 0.07
H -6.813 -0.514 0.368 0.09
H -6.890 -1.627 1.725 0.09
H -3.534 -3.177 1.263 0.09
H -5.262 -3.508 1.582 0.12
H -5.732 -4.052 -0.676 0.10
H -4.324 -4.965 -0.242 0.12
H -4.092 -4.025 -2.333 0.13
H -2.869 -3.402 -1.223 0.12
H -3.427 -2.130 -3.756 0.11
H -3.680 -0.370 -3.251 0.04
H -2.399 -1.323 -2.591 0.06
H -6.570 -2.658 -1.979 0.06
H -6.395 -1.104 -2.620 0.08
H -5.789 -2.572 -3.459 0.09
H -4.658 0.281 1.704 0.08
H -3.379 -0.899 1.710 0.02
H -4.854 -1.179 2.777 0.12
H -5.541 0.427 -1.082 0.12
C -0.133 5.437 1.294 -0.21
C -1.157 4.593 0.488 -0.24
O -2.488 4.837 0.928 -0.04
O -0.168 6.816 0.985 -0.03
H 0.865 5.054 1.082 0.11
H -0.126 5.265 2.370 0.11
H -1.005 3.516 0.562 0.06
H -1.195 4.968 -0.535 0.15
H -2.546 4.615 1.860 0.08
H -0.807 7.246 1.557 0.09
C 1.147 -1.613 4.265 -0.19
C 2.426 -2.332 3.754 -0.18
O 2.655 -2.181 2.402 -0.18
O 1.149 -0.349 3.741 -0.09
H 1.192 -1.742 5.346 0.14
H 0.226 -2.115 3.972 0.10
H 2.278 -3.404 3.880 0.12
H 3.334 -1.969 4.236 0.14
H 3.404 -2.740 2.181 0.06
H 1.080 -0.459 2.790 0.04
C 1.728 -4.108 -1.411 -0.21
C 2.665 -3.873 -0.166 -0.15
O 2.607 -4.923 0.788 -0.09
O 0.351 -4.135 -1.059 -0.11
H 2.049 -4.948 -2.028 0.14
H 1.644 -3.207 -2.019 0.00
H 2.493 -2.996 0.459 0.07
H 3.696 -3.777 -0.506 0.13
H 1.675 -5.050 0.979 -0.06
H 0.210 -4.830 -0.411 -0.13
C 2.881 2.604 -1.473 -0.23
C 2.071 2.224 -2.766 -0.16
O 2.254 3.259 -3.776 -0.06
O 2.123 3.591 -0.789 -0.07
H 3.841 3.089 -1.648 0.14
H 2.959 1.659 -0.936 0.03
H 1.039 2.103 -2.438 0.07
H 2.430 1.330 -3.276 0.12
H 1.866 4.049 -3.392 0.07
H 1.554 3.170 -0.141 -0.23
C -4.610 1.876 -4.034 -0.15
C -3.203 1.386 -3.806 -0.19
O -2.781 1.405 -2.448 -0.18
O -5.581 1.149 -3.249 -0.08
H -4.998 1.908 -5.052 0.13
H -4.739 2.881 -3.633 0.13
H -2.463 2.050 -4.253 0.13
H -3.004 0.425 -4.278 0.12
H -3.159 0.664 -1.968 -0.03
H -5.595 0.251 -3.588 0.05
C -3.661 2.406 2.336 -0.26
C -4.627 3.048 1.290 -0.13
O -4.407 4.488 1.159 -0.09
O -4.106 2.827 3.661 -0.05
H -2.662 2.727 2.042 0.07
H -3.655 1.316 2.358 0.10
H -5.676 2.899 1.545 0.12
H -4.502 2.608 0.301 0.11
H -4.591 4.815 2.043 0.08
H -4.032 3.777 3.781 0.07
C 2.431 1.604 2.966 -0.13
C 1.220 2.462 3.364 -0.10
O 0.212 2.574 2.329 -0.11
O 3.082 2.115 1.736 -0.08
H 1.935 0.673 2.692 0.07
H 3.205 1.416 3.710 0.14
H 1.530 3.487 3.568 0.13
H 0.775 2.096 4.289 0.13
H -0.573 3.020 2.655 0.11
H 3.130 3.068 1.836 0.16
C 0.188 -1.331 -4.212 -0.19
C 1.572 -1.543 -3.670 -0.23
O 1.759 -2.865 -3.343 -0.04
O -0.923 -1.641 -3.419 -0.12
H 0.036 -1.901 -5.129 0.15
H 0.110 -0.275 -4.470 0.14
H 1.802 -0.897 -2.823 0.11
H 2.308 -1.194 -4.393 0.15
H 1.954 -3.383 -4.127 0.15
H -0.792 -2.477 -2.966 0.10
C -0.289 -4.382 2.826 -0.26
C 0.585 -5.369 2.055 -0.09
O 0.363 -5.340 0.598 -0.01
O -1.619 -4.790 2.953 -0.03
H -0.284 -3.419 2.316 0.05
H 0.149 -4.365 3.825 0.13
H 0.301 -6.358 2.415 0.15
H 1.618 -5.093 2.265 0.12
H -0.566 -5.563 0.503 0.17
H -2.197 -4.052 3.161 0.08
C -0.720 3.524 -2.577 -0.14
C -1.705 3.051 -1.542 -0.36
O -2.996 3.400 -1.845 0.01
O -0.691 2.622 -3.722 -0.07
H 0.224 3.673 -2.053 0.09
H -0.963 4.553 -2.842 0.13
H -1.502 3.545 -0.592 0.02
H -1.556 1.994 -1.322 0.10
H -3.334 2.728 -2.441 0.01
H -0.529 1.726 -3.418 -0.39


[2]
201
Properties=species:S:1:pos:R:3:mulliken_spin:R:1 method="wB97M-V/def2-TZVPD" e_homo_ev="-10.769 / -10.769" charge=+1 relative_energy_ev=0.000 multiplicity=4 lumo_ev="-3.998 / -2.907" mol_weight_g_mol=1224.52 homo_lumo_gap_ev="6.8 / 7.9"
Cr -2.142 3.519 -0.730 3.01
C -4.219 2.048 1.034 -0.04
O -5.206 1.812 0.053 0.00
O -3.375 2.988 0.588 0.04
C -4.862 2.344 2.389 0.00
F -5.685 1.327 2.706 0.00
F -3.943 2.467 3.351 0.00
F -5.601 3.459 2.398 0.00
C -5.561 0.455 -0.119 0.00
C -6.577 0.353 -1.223 0.00
H -7.400 1.047 -1.057 0.00
H -6.096 0.607 -2.174 0.00
H -6.994 -0.642 -1.364 0.00
H -6.002 0.081 0.814 0.00
H -4.714 -0.235 -0.259 0.00
H -3.684 1.086 1.155 0.03
C -0.862 0.622 -0.682 -0.01
O -0.728 0.758 0.703 -0.02
O -1.351 1.787 -1.179 0.02
C 0.446 0.099 -1.329 -0.02
F 0.385 0.236 -2.662 0.00
F 1.565 0.672 -0.856 0.00
F 0.574 -1.232 -1.105 0.00
C -0.882 -0.397 1.509 0.00
C -0.746 0.045 2.948 0.00
H -0.938 -0.804 3.608 0.00
H 0.253 0.424 3.155 0.00
H -1.521 0.777 3.195 0.00
H -0.151 -1.201 1.362 0.00
H -1.872 -0.848 1.348 0.00
H -1.573 -0.200 -0.906 0.01
C -4.418 -1.050 4.835 0.00
C -3.361 -1.557 5.798 0.00
O -3.914 -2.453 6.766 0.00
H -5.134 -0.368 5.301 0.00
H -5.008 -1.799 4.309 0.00
H -3.930 -0.453 4.051 0.00
H -2.999 -0.669 6.336 0.00
H -2.504 -1.979 5.272 0.00
H -4.369 -1.904 7.410 0.00
C 0.068 3.378 -4.059 -0.01
C 0.165 4.254 -2.846 0.00
O -1.148 4.503 -2.251 -0.02
H -0.383 2.420 -3.803 0.00
H 1.061 3.178 -4.446 0.00
H -0.542 3.769 -4.882 0.00
H 0.684 5.195 -3.024 0.00
H 0.775 3.726 -2.112 0.01
H -1.577 5.091 -2.885 0.01
C -3.861 -2.832 1.903 0.00
C -4.593 -4.171 1.896 0.00
O -5.644 -4.158 2.856 0.00
H -4.508 -1.974 1.673 0.00
H -2.973 -2.812 1.268 0.00
H -3.518 -2.587 2.910 0.00
H -3.868 -4.931 2.186 0.00
H -4.958 -4.405 0.891 0.00
H -6.270 -3.482 2.580 0.00
C 3.084 -0.215 1.971 0.00
C 4.571 -0.488 2.030 0.00
O 5.233 0.516 2.789 0.00
H 2.605 -0.360 2.939 0.00
H 2.618 -0.927 1.273 0.00
H 2.795 0.739 1.542 0.00
H 4.962 -0.510 1.008 0.00
H 4.771 -1.463 2.480 0.00
H 5.497 0.174 3.646 0.00
C 4.325 2.830 -0.040 0.00
C 4.046 4.337 -0.130 0.00
O 3.115 4.636 -1.161 0.00
H 3.392 2.293 0.128 0.00
H 5.002 2.639 0.797 0.00
H 4.844 2.483 -0.934 0.00
H 5.008 4.819 -0.331 0.00
H 3.632 4.661 0.822 0.00
H 3.364 4.171 -1.980 0.00
C 4.031 5.543 -5.210 0.00
C 5.211 4.721 -4.679 0.00
C 4.885 3.272 -4.420 0.00
O 3.850 3.205 -3.449 0.00
C 3.318 1.907 -3.324 0.00
N 6.425 4.872 -5.484 0.00
H 3.304 5.593 -4.393 0.00
H 3.530 4.970 -5.993 0.00
H 4.316 6.564 -5.438 0.00
H 5.345 5.133 -3.658 0.00
H 5.750 2.772 -3.960 0.00
H 4.644 2.714 -5.333 0.00
H 4.058 1.182 -2.966 0.00
H 2.920 1.511 -4.268 0.00
H 2.479 1.938 -2.637 0.00
H 6.613 5.861 -5.623 0.00
H 7.223 4.595 -4.913 0.00
C 1.805 -2.808 4.139 0.00
C 0.941 -4.038 4.415 0.00
C 0.460 -4.665 3.121 0.00
O -0.301 -3.733 2.376 0.00
C -0.441 -4.181 1.051 0.00
N 1.719 -4.955 5.238 0.00
H 2.252 -2.457 5.071 0.00
H 1.198 -1.992 3.748 0.00
H 2.588 -3.034 3.411 0.00
H 0.070 -3.691 4.999 0.00
H -0.168 -5.512 3.438 0.00
H 1.344 -5.021 2.577 0.00
H -0.919 -3.384 0.476 0.00
H -1.010 -5.096 0.845 0.00
H 0.550 -4.326 0.601 0.00
H 1.947 -4.557 6.140 0.00
H 1.243 -5.825 5.455 0.00
C -3.684 -4.589 -6.104 0.00
C -2.676 -5.197 -5.138 0.00
C -1.966 -4.092 -4.358 0.00
O -1.124 -4.644 -3.376 0.00
C -0.475 -3.651 -2.648 0.00
N -3.402 -6.163 -4.254 0.00
H -3.125 -4.163 -6.946 0.00
H -4.255 -3.784 -5.629 0.00
H -4.404 -5.280 -6.532 0.00
H -1.907 -5.737 -5.695 0.00
H -2.731 -3.419 -3.950 0.00
H -1.356 -3.571 -5.115 0.00
H 0.153 -2.977 -3.245 0.00
H 0.227 -4.053 -1.911 0.00
H -1.161 -3.065 -2.017 0.00
H -4.087 -5.609 -3.734 0.00
H -2.712 -6.376 -3.527 0.00
C 3.589 2.070 7.285 0.00
C 3.334 0.697 7.886 0.00
C 2.188 -0.028 7.218 0.00
O 1.045 0.782 7.230 0.00
C -0.053 0.197 6.576 0.00
N 4.558 -0.119 7.806 0.00
H 3.864 1.971 6.230 0.00
H 4.471 2.515 7.756 0.00
H 2.749 2.743 7.424 0.00
H 3.031 0.885 8.927 0.00
H 2.034 -0.998 7.731 0.00
H 2.481 -0.367 6.210 0.00
H 0.235 -0.351 5.674 0.00
H -0.734 0.998 6.280 0.00
H -0.613 -0.445 7.267 0.00
H 4.550 -0.782 8.580 0.00
H 5.348 0.470 8.060 0.00
C 6.166 -4.147 -2.735 0.00
C 4.787 -4.312 -3.361 0.00
C 3.698 -3.647 -2.552 0.00
O 3.734 -4.185 -1.247 0.00
C 3.064 -3.350 -0.347 0.00
N 4.780 -3.740 -4.717 0.00
H 6.926 -4.508 -3.435 0.00
H 6.259 -4.720 -1.817 0.00
H 6.430 -3.100 -2.556 0.00
H 4.634 -5.403 -3.348 0.00
H 2.704 -3.798 -2.995 0.00
H 3.910 -2.571 -2.495 0.00
H 2.041 -3.163 -0.691 0.00
H 3.576 -2.395 -0.185 0.00
H 3.009 -3.906 0.589 0.00
H 5.458 -4.222 -5.297 0.00
H 3.876 -3.936 -5.142 0.00
C -2.859 -0.697 -3.576 0.00
C -2.470 0.466 -4.468 0.00
C -2.166 0.029 -5.887 0.00
O -1.149 -0.940 -5.859 0.00
C -0.840 -1.461 -7.137 0.00
N -3.587 1.439 -4.442 0.00
H -3.614 -1.300 -4.088 0.00
H -3.272 -0.349 -2.627 0.00
H -1.970 -1.291 -3.380 0.00
H -1.562 0.953 -4.114 0.00
H -1.867 0.902 -6.493 0.00
H -3.057 -0.403 -6.378 0.00
H -0.465 -0.661 -7.784 0.00
H -1.703 -1.949 -7.602 0.00
H -0.055 -2.199 -6.989 0.00
H -3.500 2.202 -5.114 0.00
H -4.404 0.932 -4.787 0.00
C 1.035 3.166 1.578 0.00
C -0.376 3.628 1.820 -0.02
C -0.509 4.452 3.087 0.00
O -1.889 4.693 3.263 0.00
C -2.207 5.162 4.552 0.00
N -0.862 4.430 0.636 -0.04
H 1.756 3.961 1.368 0.00
H 1.050 2.478 0.738 0.00
H 1.381 2.605 2.444 0.00
H -0.992 2.745 1.962 0.03
H 0.027 5.407 2.956 0.00
H -0.080 3.889 3.922 0.00
H -3.192 5.620 4.539 0.00
H -1.492 5.913 4.909 0.00
H -2.201 4.348 5.286 0.00
H -0.045 4.982 0.366 0.01
H -1.478 5.113 1.107 0.01
C -4.899 3.586 -2.227 0.00
O -3.525 3.120 -2.273 0.00
H -5.120 3.950 -1.232 0.00
H -5.072 4.313 -3.027 0.00
H -5.581 2.775 -2.484 0.00
H -3.487 2.433 -3.001 0.00